# 1
DFT (the ωB97M-V functional and the def2-TZVPD basis) results for the molecule C21H22N4O3 at a distorted geometry.

The SMILES is Cc1cccc(C)c1NC(=O)CN(C)C(=O)Cn1c(=O)cnc2ccccc21. The value obtained for the HOMO-LUMO gap is 8.26 eV. For the total energy, the calculation gives -34238.92829 eV. Its highest occupied orbital energy is -8.64 eV. As for the charge: 0. The energy relative to the best compared isomer or geometry (same formula, charge and spin) comes out at 7.2 kcal per mole.

Atoms and positions in Å:
H 0.640 -2.953 3.032
H -2.201 0.343 -4.807
C -0.699 -0.915 -2.054
C -1.410 0.051 -4.132
C 0.623 2.621 -1.624
O 1.431 0.705 4.231
C 0.400 1.638 0.990
H -0.813 -3.748 1.572
C 1.747 -1.014 -1.439
H 1.500 -0.680 -0.431
C -0.729 1.739 0.172
C -1.157 -2.790 1.181
H 2.710 2.871 -1.177
N 2.775 2.058 1.249
H -2.249 -2.772 1.150
H -3.335 -1.812 -2.304
H -1.852 -1.025 -0.349
H 3.590 1.646 3.062
N -0.702 -1.717 2.053
H 2.671 -0.532 -1.750
H -1.490 2.293 -1.733
H 0.691 2.983 -2.637
H -3.829 -0.461 -3.330
C -0.088 0.251 -4.488
C -1.422 -0.585 2.075
O -2.490 -0.491 1.477
C -0.591 -2.597 -0.239
H -1.649 1.393 2.817
C -1.732 -0.532 -2.917
H 1.395 -1.768 1.960
H 0.728 -1.267 3.530
O 0.196 -3.372 -0.735
C 0.582 -1.924 2.677
H -3.420 -0.184 -1.635
H -0.661 0.367 3.884
H 0.153 0.698 -5.441
C 1.481 1.135 3.089
N -1.063 -1.469 -0.809
N 0.359 1.133 2.273
C -0.611 2.223 -1.113
H -1.699 1.445 0.534
H 1.903 -2.092 -1.401
C 0.638 -0.686 -2.385
C 1.647 2.078 0.484
C 1.740 2.556 -0.829
C -0.877 0.619 2.840
C 2.693 1.641 2.456
C 0.922 -0.112 -3.619
C -3.162 -0.759 -2.526
H 1.953 0.061 -3.889

# 2
DFT (the ωB97M-V functional and the def2-TZVPD basis) results for the molecule C21H22N4OS2 at a distorted geometry.

The SMILES is Cc1ccc2nc(N(CCCN(C)C)C(=O)c3ccc4ncsc4c3)sc2c1. The value obtained for the HOMO-LUMO gap is 8.75 eV. For the total energy, the calculation gives -51813.36270 eV. Its highest occupied orbital energy is -8.29 eV. As for the charge: 0. The energy relative to the best compared isomer or geometry (same formula, charge and spin) comes out at 3.7 kcal per mole.

Atoms and positions in Å:
C 1.080 6.074 0.769
C 2.895 -1.976 -0.697
H -2.210 -2.320 0.431
C 2.487 -3.996 2.404
C 0.703 0.187 -1.001
C -3.325 0.476 -2.050
N -5.351 0.685 -0.672
H 2.442 4.250 -0.736
H 2.963 -1.101 -0.050
H 0.212 -2.751 1.693
C 1.544 3.850 -0.290
N -0.195 0.668 -0.228
C -0.429 4.097 1.067
C -4.140 0.132 -0.974
H -3.650 1.241 -2.736
S -4.933 -1.107 1.146
C 1.184 2.533 -0.507
C 2.414 -3.175 0.141
C -5.862 0.158 0.369
H 1.207 6.241 1.838
H 2.485 -0.963 -2.567
H 0.280 6.728 0.424
C -0.792 2.785 0.859
H -1.478 0.086 -3.034
O -0.362 -3.056 -1.778
H 1.694 -4.745 2.252
H 3.451 -4.461 2.205
N 0.716 -1.089 -1.488
H 1.020 -1.230 1.267
C 1.106 -2.131 1.870
C -3.725 -0.885 -0.082
H -1.688 2.367 1.290
H 2.466 -3.678 3.445
H -6.810 0.447 0.778
H 3.897 -2.169 -1.081
S 2.002 1.323 -1.455
N 2.333 -2.833 1.555
C 1.990 -1.667 -1.890
C 0.731 4.642 0.506
C -1.710 -1.160 -1.302
C -2.521 -1.544 -0.249
C -2.121 -0.170 -2.205
H 1.122 -1.838 2.919
C -0.423 -1.873 -1.528
H -1.053 4.729 1.681
C 0.019 1.982 0.065
H 1.761 -2.585 -2.436
H 3.129 -3.993 0.036
H 1.446 -3.536 -0.238
H 2.000 6.352 0.263

# 3
DFT (the ωB97M-V functional and the def2-TZVPD basis) results for the molecule C21H22N6O2S at a distorted geometry.

The SMILES is C=CCn1c(SCC(=O)NNC(=O)Nc2ccc(C)cc2)nnc1-c1ccccc1. The value obtained for the HOMO-LUMO gap is 8.94 eV. For the total energy, the calculation gives -46005.06917 eV. Its highest occupied orbital energy is -8.24 eV. As for the charge: 0.

Atoms and positions in Å:
C -2.608 -0.826 -0.065
H 6.587 0.386 -0.468
C 4.819 1.592 -0.481
H -1.207 3.433 1.814
H 3.002 4.268 0.524
C 3.239 3.238 0.297
H -0.560 0.843 -4.204
N -1.600 -1.563 -0.599
O -2.965 3.240 -0.165
H 1.655 -5.404 2.228
H 3.266 -3.200 -1.056
H 5.223 3.689 -0.333
H 3.476 -5.006 0.611
S -3.753 0.047 -1.040
C 3.857 0.611 -0.268
C -1.346 -1.732 -2.005
H -0.095 0.066 -1.932
H 1.257 -1.801 -1.116
C 2.463 -3.389 -0.358
C -1.011 -0.052 -3.813
C 2.583 -4.400 0.580
C -0.748 -0.483 -2.595
C 4.491 2.908 -0.185
H -4.656 0.746 1.074
H -2.291 -1.971 -2.505
C 0.414 -3.853 1.446
C -0.127 1.900 0.922
C 1.319 -2.611 -0.407
H -1.683 -0.579 -4.471
N -1.154 2.428 1.699
H -0.388 -4.010 2.150
O -0.263 0.862 0.312
N -2.414 1.844 1.528
H 6.092 0.934 -2.065
H 6.857 2.067 -0.948
N -2.573 -0.873 1.245
N -1.525 -1.632 1.589
C 0.279 -2.848 0.489
H -2.463 0.859 1.827
H 1.877 0.150 0.389
H 0.981 3.542 1.414
C 1.559 -4.625 1.486
C -4.323 1.277 0.186
H 4.096 -0.422 -0.476
N 1.026 2.622 1.000
C 2.603 0.926 0.216
C 6.170 1.227 -1.018
H -5.142 1.804 -0.300
C 2.279 2.250 0.494
C -3.173 2.226 0.464
C -0.927 -2.035 0.499
H -0.664 -2.581 -2.123

# 4
DFT (the ωB97M-V functional and the def2-TZVPD basis) results for the molecule C21H23ClN6O3 at a distorted geometry.

The SMILES is O=C(Nc1ccc(Cl)cc1)OCCn1nnnc1[C@H](c1ccccc1)N1CCOCC1. The value obtained for the HOMO-LUMO gap is 8.99 eV. For the total energy, the calculation gives -49755.37363 eV. Its highest occupied orbital energy is -8.56 eV. As for the charge: 0.

Atoms and positions in Å:
H 2.036 4.792 -3.029
C 0.553 2.694 -2.169
N 1.267 2.222 -3.216
H -1.787 -0.115 1.658
H -2.412 -0.711 6.220
C 0.539 -1.882 5.077
O -0.305 1.714 -1.753
H 1.471 -2.301 5.428
H -1.379 3.020 -0.565
C -2.324 -1.930 -0.122
C -1.270 -3.422 1.397
H 1.103 -2.009 3.019
H 2.696 1.101 -5.080
C -2.281 -4.494 0.990
C -1.843 -0.818 4.164
N 1.030 -1.592 0.621
C 3.897 2.745 -5.716
H -2.825 -0.963 -0.217
H -2.777 -0.410 3.806
N -1.905 -2.119 1.257
C 2.555 4.223 -3.782
C -0.089 1.793 0.659
Cl 5.403 4.840 -6.501
N 1.689 0.325 -0.059
C -0.444 -1.521 5.981
C -3.309 -3.043 -0.484
C 2.248 2.878 -3.964
H -3.612 -2.962 -1.530
H 4.422 2.176 -6.466
H 1.111 1.248 -3.440
N 0.535 0.504 0.595
H -0.990 -3.568 2.440
C -1.134 -0.992 1.773
C -1.009 1.990 -0.556
H -3.139 -4.460 1.679
C 4.192 4.086 -5.526
C 2.927 2.146 -4.936
H -0.283 -1.653 7.040
H -0.651 1.896 1.589
H -1.471 -1.965 -0.821
H 3.763 5.866 -4.420
O 0.606 3.781 -1.659
C 0.125 -0.723 1.014
C -0.858 -1.176 3.253
H -0.372 -3.501 0.767
C 0.335 -1.713 3.718
H 0.709 2.540 0.623
C 3.525 4.824 -4.561
C -1.638 -0.991 5.521
O -2.728 -4.312 -0.334
H -1.824 -5.484 1.026
H -1.843 1.285 -0.543
N 1.960 -0.908 -0.031
H -4.196 -2.956 0.163

# 5
DFT (the ωB97M-V functional and the def2-TZVPD basis) results for the molecule C21H23F2N3O4 at a distorted geometry.

The SMILES is O=C(c1cc(COc2ccc(F)c(F)c2)on1)N1CCN(C2CCCCC2)C(=O)C1. The value obtained for the HOMO-LUMO gap is 9.59 eV. For the total energy, the calculation gives -40244.66823 eV. Its highest occupied orbital energy is -8.99 eV. As for the charge: 0. The energy relative to the best compared isomer or geometry (same formula, charge and spin) comes out at 4.3 kcal per mole.

Atoms and positions in Å:
C -2.197 -0.694 2.114
H -5.167 1.636 8.104
C 4.535 1.643 -5.626
C 3.546 -0.289 -4.374
H -3.163 -0.239 2.113
H 0.010 -1.660 -3.368
C -0.977 0.103 -2.616
H 3.413 -1.373 -4.359
H 3.298 3.411 -5.657
C 4.368 0.127 -5.590
H 5.081 1.965 -4.737
H -4.213 1.417 5.816
C 2.177 0.393 -4.412
C 1.712 0.171 -2.014
C 3.172 2.327 -5.653
C -3.995 0.689 6.580
N -0.217 -1.449 1.386
O -0.331 -1.718 2.701
H 1.362 2.392 -4.473
H -0.931 1.190 -2.760
H 4.062 0.007 -3.462
C 0.766 -0.405 -0.959
C -4.523 0.811 7.846
H 1.021 0.064 -0.006
C 2.344 1.914 -4.440
N -0.640 -0.233 -1.250
F -4.745 -0.018 10.048
H -0.253 -0.392 -4.583
H 1.005 -1.472 -0.864
O -2.695 -0.407 4.981
C -1.312 -0.834 1.011
H 5.115 1.934 -6.503
C -1.649 -0.412 -0.371
H -2.224 -2.182 7.036
F -3.101 -2.133 9.417
H -0.923 -1.480 5.171
H 2.643 2.049 -6.569
C -3.400 -1.203 8.495
C -2.863 -1.335 7.225
H 2.848 2.227 -3.525
C -4.228 -0.138 8.812
C -1.853 -1.466 4.585
C -1.516 -1.266 3.147
N 1.338 -0.032 -3.294
H 5.346 -0.355 -5.552
H 3.867 -0.205 -6.504
H -2.364 -2.434 4.711
H 1.660 0.078 -5.325
O 2.748 0.708 -1.678
C -3.160 -0.384 6.255
O -2.816 -0.240 -0.684
C 0.022 -0.576 -3.544
H -2.001 -0.230 -2.802

# 6
DFT (the ωB97M-V functional and the def2-TZVPD basis) results for the molecule C21H23N3O4S at a distorted geometry.

The SMILES is COc1ccc(CCN2C(=O)C[C@@H](C(N)=O)S/C2=N\c2ccccc2)cc1OC. The value obtained for the HOMO-LUMO gap is 8.39 eV. For the total energy, the calculation gives -45646.44062 eV. Its highest occupied orbital energy is -7.92 eV. As for the charge: 0. The energy relative to the best compared isomer or geometry (same formula, charge and spin) comes out at 33.1 kcal per mole.

Atoms and positions in Å:
H -5.959 0.845 0.098
H 3.161 -2.171 -1.394
H -0.898 -2.293 2.136
H -1.293 -3.628 1.007
C -1.691 -2.949 1.769
H -0.141 1.909 -2.604
H -2.467 0.537 1.773
H -0.096 -0.452 -3.349
O -2.782 -2.204 1.275
S 2.140 1.217 1.579
H 1.206 3.743 1.008
C 0.306 3.124 1.077
C 0.577 1.201 -2.189
C 4.813 0.280 0.248
N 2.658 0.307 -0.884
C 1.894 1.023 -0.181
H -0.517 3.768 1.396
C 3.792 -0.354 -0.458
H 1.527 1.271 -2.722
H 0.729 2.365 3.063
H -1.960 2.080 1.214
C -1.378 -1.228 -0.465
H 6.993 -2.289 0.496
H -2.091 -3.532 2.596
H -6.312 -0.568 -0.937
C -2.581 -1.394 0.203
C -0.521 0.903 2.142
O -0.975 2.998 -0.924
N 0.808 1.617 -0.805
C 3.950 -1.687 -0.839
H -6.806 -0.568 0.775
C -6.037 -0.248 0.074
O -0.256 -0.185 2.598
H -2.349 0.940 -2.862
C -3.611 0.159 -1.333
C 5.958 -0.417 0.582
C -1.279 -0.388 -1.571
N -1.761 1.259 1.758
C 5.092 -2.378 -0.486
H -0.500 -1.755 -0.128
C 0.556 1.990 2.050
H 4.710 1.323 0.511
C -3.717 -0.673 -0.233
H 6.745 0.083 1.128
C -2.403 0.293 -2.001
H 5.199 -3.414 -0.772
H -4.467 0.710 -1.687
H 0.773 -0.915 -1.880
O -4.851 -0.863 0.507
C -0.021 2.581 -0.300
C 6.099 -1.747 0.226
C 0.033 -0.227 -2.288

# 7
DFT (the ωB97M-V functional and the def2-TZVPD basis) results for the molecule C21H23N3O4S.

The SMILES is O=C(C1=C(O)C(=O)N(CCCN2CCOCC2)[C@@H]1c1ccccn1)c1cccs1. The value obtained for the HOMO-LUMO gap is 7.92 eV. For the total energy, the calculation gives -45645.48555 eV. Its highest occupied orbital energy is -8.26 eV. As for the charge: 0. The energy relative to the best compared isomer or geometry (same formula, charge and spin) comes out at 55.1 kcal per mole.

Atoms and positions in Å:
H -4.459 1.066 1.934
O 0.297 -3.458 -0.990
H -0.531 0.983 1.016
C 1.750 0.094 1.980
N 0.336 1.159 -1.034
C 0.654 3.204 -2.212
O -4.250 0.648 3.940
C 2.532 1.832 -1.672
C 1.126 -3.214 -5.861
O 3.280 -0.920 -3.020
C 1.702 -1.486 -1.396
C 2.049 -2.576 -5.022
O 0.167 -2.421 1.569
H 1.350 -3.553 -6.856
C -4.072 0.273 2.592
C -0.097 -3.350 -5.271
C -3.509 1.809 4.233
H -3.681 2.023 5.289
C 1.644 0.949 -1.070
C 2.020 2.978 -2.258
S -0.134 -2.726 -3.680
H 0.217 4.085 -2.655
C -2.597 0.031 2.269
C 1.527 -2.253 -3.790
C 0.485 0.329 2.802
H -4.657 -0.637 2.450
H 2.176 1.051 1.665
N -1.864 1.251 2.554
C 0.902 -2.311 -0.694
H -0.137 2.292 2.141
H 0.013 -0.635 2.986
C 2.127 -0.359 -0.477
N 1.502 -0.683 0.784
H -1.476 2.531 4.148
H 2.491 -0.432 2.597
H 3.219 -0.330 -0.378
C 0.787 -1.818 0.710
H 3.587 1.613 -1.699
H -2.486 -0.209 1.210
C -2.019 1.603 3.952
H -1.216 2.381 -1.515
H -1.639 0.816 4.625
H 3.068 -2.356 -5.284
H 0.774 0.760 3.763
H -0.983 -3.789 -5.686
C 2.245 -1.517 -2.756
H -3.875 2.648 3.622
H 2.680 3.683 -2.743
H -0.143 -3.754 -0.167
C -0.143 2.260 -1.584
C -0.499 1.260 2.074
H -2.240 -0.825 2.865

# 8
DFT (the ωB97M-V functional and the def2-TZVPD basis) results for the molecule C21H23N3O4S2 at a distorted geometry.

The SMILES is COC(=O)c1c(NC(=S)Nc2ccc(C(=O)N3CCOCC3)cc2)sc2c1CCC2. The value obtained for the HOMO-LUMO gap is 7.93 eV. For the total energy, the calculation gives -56481.82564 eV. Its highest occupied orbital energy is -7.96 eV. As for the charge: 0. The energy relative to the best compared isomer or geometry (same formula, charge and spin) comes out at 37.3 kcal per mole.

Atoms and positions in Å:
H 6.122 -2.095 0.757
C -6.737 2.763 -0.160
C 1.902 -0.637 0.750
C 5.143 1.262 0.252
C -5.240 -1.740 0.004
C -5.370 0.827 0.060
H -0.882 0.648 -0.464
N -0.349 -0.127 -0.086
N 6.071 0.421 -0.262
S -2.887 1.499 0.144
H -2.867 -2.145 0.099
O -4.587 -2.769 0.002
H 0.792 1.922 -1.165
H -7.255 0.990 1.034
H 4.767 -1.026 -1.032
C -3.286 -0.203 0.066
H 7.581 1.625 0.475
C -7.205 -3.003 -0.037
O 7.941 -1.673 -0.119
C -4.663 -0.406 0.036
C 2.817 1.638 -0.552
H 7.766 -0.560 1.611
H -6.906 -3.559 -0.929
C 1.014 0.143 0.015
H 1.551 -1.508 1.275
O -6.578 -1.730 -0.016
N -2.392 -1.228 0.068
H 7.930 0.859 -1.103
C -4.566 1.914 0.112
H -7.383 0.726 -0.702
H 6.491 -2.883 -0.805
H -4.915 3.945 -0.537
O 5.449 2.319 0.776
H 9.240 -0.331 0.624
S -0.354 -2.781 0.292
H -7.469 3.294 0.445
C 7.483 0.712 -0.113
C 3.715 0.834 0.142
H 3.913 -0.897 1.393
C 3.238 -0.290 0.807
C -1.026 -1.286 0.098
H -5.227 3.644 1.173
H -6.922 -3.581 0.845
C -5.295 3.209 0.172
H 3.175 2.532 -1.038
C 6.566 -1.952 -0.241
C -6.806 1.234 0.069
H -6.947 2.979 -1.208
H 6.245 -0.725 -1.982
C 8.159 -0.470 0.587
H -8.275 -2.814 -0.044
C 1.483 1.294 -0.620
C 5.834 -0.816 -0.968

# 9
DFT (the ωB97M-V functional and the def2-TZVPD basis) results for the molecule C21H23N3O6S at a distorted geometry.

The SMILES is COc1ccc(Cc2nnc(NC(=O)c3cc(OC)c(OC)c(OC)c3)s2)cc1OC. The value obtained for the HOMO-LUMO gap is 8.68 eV. For the total energy, the calculation gives -49738.46378 eV. Its highest occupied orbital energy is -8.17 eV. As for the charge: 0. The energy relative to the best compared isomer or geometry (same formula, charge and spin) comes out at 117.7 kcal per mole.

Atoms and positions in Å:
H -4.556 0.301 0.066
H -0.288 -2.628 1.880
O -1.180 1.710 3.135
O 2.280 0.268 0.566
C -0.149 0.022 -4.518
C 1.417 -1.665 3.408
C 1.964 3.780 -1.792
C 1.738 0.295 -0.683
O 2.127 2.610 -1.025
H 0.575 1.640 4.252
H -0.868 0.967 5.048
C 1.619 1.436 -1.502
C 0.687 -1.034 -2.420
H 1.805 -1.874 2.408
H -0.730 2.725 4.796
H 2.414 4.576 -1.202
C -2.218 -0.755 -3.424
H 2.237 -1.377 4.065
H 1.224 1.865 1.371
H 0.341 -1.999 -2.757
S -2.140 0.227 -1.961
N -1.407 -0.548 -4.503
H 2.481 3.706 -2.753
H 2.707 -3.434 0.359
H 3.353 -1.769 0.318
H 2.962 2.160 1.101
H 0.908 2.181 -3.389
C -2.496 0.486 1.663
H -4.675 -1.468 0.171
H 2.432 1.053 2.395
O 1.438 -2.094 -0.440
C 0.514 0.107 -3.190
H 3.268 -2.732 -1.180
C 1.015 1.324 -2.746
N -3.158 -1.636 -3.402
C -1.385 0.515 2.499
C -0.505 1.745 4.373
O 0.350 0.379 -5.558
C 1.307 -0.945 -1.184
C -3.478 -0.779 -1.407
C 2.773 -2.517 -0.226
C -3.999 -0.634 -0.026
O 0.543 -0.562 3.393
H 0.907 4.006 -1.959
H -1.793 -0.812 -5.403
C 2.219 1.415 1.390
C -0.562 -0.622 2.584
C -0.907 -1.747 1.844
N -3.847 -1.651 -2.268
H -3.094 1.383 1.608
H -2.254 -2.645 0.457
C -2.828 -0.637 0.926
C -2.021 -1.759 1.027
H 0.931 -2.559 3.813

Number 1: E_LUMO -0.0139 hartree. Number 2: E_LUMO 0.0167 hartree. Number 3: E_LUMO 0.0256 hartree. Number 4: E_LUMO 0.0157 hartree. Number 5: E_LUMO 0.0220 hartree. Number 6: E_LUMO 0.0176 hartree. Number 7: E_LUMO -0.0125 hartree. Number 8: E_LUMO -0.0011 hartree. Number 9: E_LUMO 0.0184 hartree.